1.
Density functional theory data (wB97M-V/def2-TZVPD) for C8H5Cl5N3PdS4 as an isolated structure.

Structure (XYZ):
```
26
C8H5Cl5N3PdS4, DFT wB97M-V/def2-TZVPD
Pd -0.405 -0.120 0.380
S -1.534 1.929 4.243
C -1.129 1.104 2.927
S -0.120 1.737 1.663
S -1.530 -0.500 2.399
Cl -0.791 -2.772 -0.035
C 0.794 -2.536 0.654
C 1.141 -1.226 0.899
C 2.422 -0.914 1.312
Cl 2.960 0.703 1.473
C 3.316 -1.966 1.569
Cl 4.895 -1.621 2.128
C 2.931 -3.296 1.373
Cl 4.021 -4.571 1.708
C 1.658 -3.593 0.886
Cl 1.154 -5.197 0.581
N -2.134 0.956 -0.531
N -1.900 1.378 -1.851
C -0.678 1.261 -2.413
N -0.523 1.782 -3.623
S 0.634 0.480 -1.664
H -2.955 0.355 -0.508
H -2.290 1.766 0.069
H -2.610 1.948 -2.287
H -1.258 2.269 -4.110
H 0.365 1.683 -4.087
```

Results
HOMO-LUMO gap = 6.387 eV
charge = +1
energy relative to the best compared isomer or geometry (same formula, charge and spin) = 0.0 kcal per mole
electronic energy = -122273.5061 eV

Charge distribution, Löwdin scheme, values in e: 0.423 0.696 -1.797 0.619 0.622 0.720 -0.690 -0.408 -0.692 0.703 -0.687 0.736 -0.690 0.739 -0.701 0.745 -0.045 -0.037 -0.776 0.134 0.754 0.125 0.089 0.167 0.131 0.119



2.
Density functional theory data (wB97M-V/def2-TZVPD) for one molecule with the formula C8H5ClF2O.

Structure (XYZ):
```
17
C8H5ClF2O, DFT wB97M-V/def2-TZVPD
O -2.862 -1.029 -2.219
C -2.485 -0.990 -1.105
F -2.639 -2.128 -0.386
C -1.813 0.191 -0.424
F -2.091 1.171 -1.280
Cl -2.151 0.857 1.347
C -0.259 -0.034 -0.260
C 0.361 1.190 -0.147
C 1.645 1.443 0.338
C 2.366 0.310 0.696
C 1.826 -0.928 0.713
C 0.478 -1.101 0.361
H -0.268 2.104 -0.405
H 1.868 2.520 0.250
H 3.403 0.301 0.927
H 2.409 -1.756 0.969
H 0.212 -2.122 0.625
```

Results
HOMO-LUMO gap = 9.429 eV
energy relative to the best compared isomer or geometry (same formula, charge and spin) = 0.0 kcal per mole
electronic energy = -28380.2276 eV

Charge distribution, Löwdin scheme, values in e: 0.215 -0.406 0.105 -0.588 0.045 0.643 -0.203 -0.127 -0.043 -0.095 -0.091 -0.008 0.131 0.118 0.099 0.093 0.112